## 1
DFT (the ωB97M-V functional and the def2-TZVPD basis) results for a 2-piece molecular cluster, C6H9NO2S2 overall.

Summary:
Spin multiplicity: 1
Kohn-Sham gap (spin up / spin down): 6.488 / 7.714 eV
HOMO energy (spin up / spin down): -8.66 / -9.74 eV
Charge: 0

Last columns: bonded neighbours and bond lengths (Å).
Cartesian coordinates (Å):
1 C 2.233 0.069 0.934  C6 1.430, N7 1.145
2 C -0.264 0.345 0.507  C6 1.484, O8 1.228, O9 1.360
3 C -3.438 0.789 0.543  C5 1.513, H12 1.011, H13 1.040, H14 1.074
4 C 2.828 -2.360 -0.510  S11 1.867, H15 1.084, H16 1.070, H17 1.077
5 C -2.317 0.698 -0.469  C3 1.513, O9 1.429, H18 1.014, H19 1.105
6 C 1.009 -0.402 0.362  C1 1.430, C2 1.484, S11 1.709
7 N 3.156 0.422 1.512  C1 1.145
8 O -0.357 1.437 1.062  C2 1.228
9 O -1.322 -0.258 -0.098  C2 1.360, C5 1.429
10 S 1.416 1.650 -1.605  H20 1.275
11 S 1.047 -1.809 -0.607  C4 1.867, C6 1.709
12 H -4.152 1.353 0.102  C3 1.011
13 H -3.590 -0.196 0.842  C3 1.040
14 H -3.104 1.271 1.443  C3 1.074
15 H 2.908 -3.200 -1.191  C4 1.084
16 H 3.189 -2.785 0.403  C4 1.070
17 H 3.477 -1.502 -0.477  C4 1.077
18 H -2.010 1.662 -0.533  C5 1.014
19 H -2.605 0.361 -1.481  C5 1.105
20 H 1.896 2.454 -0.741  S10 1.275

=====

## 2
DFT (the ωB97M-V functional and the def2-TZVPD basis) results for one molecule with the formula C6H9NO2S2.

Summary:
Spin multiplicity: 1
Kohn-Sham gap: 7.861 eV
HOMO energy: -7.43 eV
Charge: 0
SMILES string: CO[S@@](C)(=O)=Cc1nccs1

Last columns: bonded neighbours and bond lengths (Å).
Cartesian coordinates (Å):
1 C -2.566 -0.989 -1.193  O2 1.420, H12 1.073, H13 1.209, H14 1.081
2 O -1.454 -0.108 -1.141  C1 1.420, S3 1.622
3 S -0.902 0.413 0.293  O2 1.622, C4 1.795, O5 1.451, C6 1.633
4 C -2.132 1.649 0.717  S3 1.795, H15 1.009, H16 1.087, H17 1.094
5 O -0.986 -0.689 1.233  S3 1.451
6 C 0.565 1.061 -0.010  S3 1.633, C7 1.440, H18 1.119
7 C 1.740 0.243 0.145  C6 1.440, N8 1.328, S11 1.734
8 N 1.876 -0.922 0.767  C7 1.328, C9 1.379
9 C 3.126 -1.506 0.769  N8 1.379, C10 1.377, H19 1.086
10 C 4.040 -0.709 0.117  C9 1.377, S11 1.755, H20 1.013
11 S 3.268 0.739 -0.508  C7 1.734, C10 1.755
12 H -2.200 -1.943 -0.867  C1 1.073
13 H -3.013 -0.991 -2.317  C1 1.209
14 H -3.360 -0.506 -0.641  C1 1.081
15 H -2.917 1.066 0.966  C4 1.009
16 H -1.773 2.340 1.476  C4 1.087
17 H -2.293 2.130 -0.252  C4 1.094
18 H 0.741 1.979 -0.625  C6 1.119
19 H 3.239 -2.469 1.259  C9 1.086
20 H 5.002 -0.786 -0.190  C10 1.013

=====

Tell me which of them is the least stable. Sure, it is 2.